17
Properties=species:S:1:pos:R:3 method="wB97M-V/def2-TZVPD" relative_energy_ev=4.945 homo_energy_ev=-7.68 lumo_energy_ev=0.9092
C -0.55885 1.78445 -0.28913
C -1.42626 1.02029 -1.23563
C 0.04676 0.71248 -1.15548
C 0.38661 -0.60661 -0.49657
C 1.18083 -0.66370 0.91609
C 0.21367 -1.78940 1.49932
C -0.50054 -0.93891 0.58629
H -0.33379 2.82165 -0.51786
H -0.66264 1.54361 0.76721
H -1.83235 1.51444 -2.11093
H 0.68484 1.03818 -1.97341
H 0.89401 -1.32234 -1.15986
H 1.34084 0.26753 1.45021
H 2.12064 -1.17135 0.69655
H 0.63568 -2.77315 1.27238
H -0.13268 -1.69812 2.52897
H -2.05678 0.26095 -0.77815



100
Properties=species:S:1:pos:R:3 method="wB97M-V/def2-TZVPD" spin_multiplicity=2 homo_energy_ev="-7.39 / -7.77" lumo_energy_ev="-0.2814 / -0.4592"
Tc -0.35760 0.12310 0.00230
C 3.45020 2.94490 -2.60050
C 2.45560 3.24610 -1.48020
C 2.79040 4.59780 -0.83400
C 2.39790 2.17260 -0.41510
C 1.35980 2.21140 0.52760
C 1.31270 1.29330 1.58640
C 2.32000 0.32330 1.72630
C 2.31450 -0.60270 2.90220
C 3.31590 0.27070 0.76690
C 3.35640 1.17900 -0.28340
H 3.38200 3.70430 -3.37820
H 3.25190 1.97380 -3.05190
H 4.46860 2.96130 -2.21650
H 1.45550 3.34110 -1.92060
H 3.74020 4.54710 -0.30380
H 2.02110 4.89200 -0.12390
H 2.85630 5.36770 -1.60110
H 0.66790 3.04580 0.51920
H 0.63260 1.47750 2.41250
H 1.52450 -1.34730 2.80400
H 2.13390 -0.04380 3.81850
H 3.26330 -1.12540 2.99060
H 4.10130 -0.46470 0.85030
H 4.17050 1.11520 -0.98750
F -1.02280 -4.96610 -3.45770
C -0.85230 -4.69130 -2.14390
F -1.44200 -5.72170 -1.49290
F 0.45290 -4.79970 -1.90690
C -1.49830 -3.39170 -1.76900
C -2.86920 -3.30210 -2.01140
C -3.54520 -2.12680 -1.70000
C -2.84630 -1.09400 -1.11580
N -1.53760 -1.18860 -0.83590
C -0.83010 -2.30410 -1.18770
S 0.83190 -2.13990 -0.85060
H -3.37850 -4.14660 -2.44910
H -4.59750 -2.01750 -1.89850
H -3.30410 -0.15240 -0.84580
C -5.25940 -0.61940 6.83850
C -3.91920 -1.33130 7.07640
C -3.08050 -0.54790 8.09470
C -4.21700 -2.71530 7.66400
C -3.18200 -1.40770 5.74380
C -2.81080 -2.62420 5.17530
C -2.22120 -2.72750 3.92390
C -2.00690 -1.55650 3.23040
O -1.50250 -1.34200 1.98890
B -1.53450 0.04250 1.75550
O -2.04320 0.66300 2.88540
C -2.34620 -0.31900 3.78900
C -2.91800 -0.22800 5.04190
H -5.80930 -0.53270 7.77230
H -5.86290 -1.18730 6.13300
H -5.11240 0.37840 6.43650
H -3.62950 -0.45450 9.02880
H -2.84790 0.45020 7.73430
H -2.14820 -1.07090 8.29750
H -4.77110 -2.60430 8.59350
H -3.29890 -3.25360 7.88950
H -4.82530 -3.30640 6.98230
H -2.99170 -3.54280 5.70470
H -1.95770 -3.68760 3.51000
H -3.16010 0.74050 5.44890
C -0.71990 1.53200 -1.38230
Ge -2.05420 2.58620 -2.28850
C -3.92030 2.50150 -1.62770
C -4.24950 2.76000 -0.30410
C -5.57460 2.82650 0.09040
C -6.58680 2.61370 -0.83050
C -6.26900 2.31220 -2.14290
C -4.94400 2.26230 -2.53510
C -1.48120 4.50670 -2.26730
C -1.75560 5.31270 -1.17040
C -1.38020 6.64300 -1.15970
C -0.72050 7.18560 -2.24860
C -0.40590 6.38280 -3.33130
C -0.78290 5.05120 -3.33760
C -2.02280 1.99220 -4.18990
C -2.56390 2.73760 -5.22980
C -2.47860 2.29120 -6.53720
C -1.83940 1.09620 -6.82090
C -1.31060 0.33620 -5.79280
C -1.41160 0.78250 -4.48890
H 0.16070 1.55060 -2.03780
H -3.45900 2.89840 0.42090
H -5.82400 3.05590 1.11660
H -7.62100 2.67710 -0.52580
H -7.05420 2.12910 -2.86270
H -4.69730 2.03380 -3.56280
H -2.28630 4.89160 -0.32930
H -1.61060 7.26220 -0.30600
H -0.44170 8.22980 -2.25060
H 0.13970 6.79540 -4.16890
H -0.53260 4.42320 -4.18460
H -3.05280 3.67860 -5.01280
H -2.90220 2.87750 -7.34020
H -1.75560 0.75450 -7.84180
H -0.81390 -0.59940 -6.00590
H -1.00700 0.18970 -3.67800



62
Properties=species:S:1:pos:R:3 method="wB97M-V/def2-TZVPD" spin_multiplicity=4 homo_energy_ev="-12.72 / -12.72" charge=+2 lumo_energy_ev="-8.4172 / -6.9311"
Mn -1.96543 0.95647 -0.74192
O -3.31761 1.45064 -1.87267
N -4.58859 1.00867 -1.76775
C -5.44559 1.32707 -2.75768
C -6.74343 0.91039 -2.65859
C -7.13801 0.17007 -1.54307
C -6.22940 -0.13081 -0.54860
C -4.91907 0.30880 -0.67112
S -3.65826 0.03553 0.49474
H -5.03366 1.90421 -3.57205
H -7.43844 1.16368 -3.44566
H -8.16173 -0.17030 -1.45431
H -6.51048 -0.70019 0.32680
N 2.74352 0.89585 4.63173
C 3.94737 1.31355 5.15343
C 4.61573 1.00368 6.34002
C 5.81824 1.63455 6.53387
C 6.35583 2.54158 5.58662
C 5.69966 2.83412 4.42311
C 4.46871 2.20063 4.20048
N 3.61878 2.29973 3.12361
C 2.60899 1.52373 3.41635
C 1.48553 1.37614 2.51895
C 0.28112 0.74633 2.86080
C -0.71741 0.64064 1.93002
N -0.58857 1.12556 0.67411
C 0.56646 1.75963 0.34896
C 1.59778 1.90531 1.22794
H 2.12827 0.21709 5.04397
H 4.21578 0.30872 7.06692
H 6.37534 1.43438 7.44015
H 7.30809 3.01166 5.79410
H 6.10426 3.52598 3.69593
H 0.10088 0.36197 3.85553
H -1.65399 0.16961 2.18739
H 0.64461 2.15284 -0.65608
H 2.50050 2.42705 0.94055
C -0.16968 -5.33728 -3.52514
C -0.05824 -4.07112 -4.08808
C -0.49747 -2.96065 -3.39161
C -1.06176 -3.10843 -2.12253
C -1.19899 -4.38843 -1.57948
C -0.74076 -5.49720 -2.27176
C -1.54266 -1.97959 -1.31799
C -1.20835 -0.70073 -1.46613
C -0.12246 -0.04035 -2.16749
C -0.38213 1.04706 -3.02252
C 0.66309 1.69636 -3.67271
C 1.95819 1.24420 -3.49475
C 2.22823 0.16140 -2.64645
C 1.20767 -0.45931 -1.96466
H 0.17944 -6.20269 -4.07342
H 0.36443 -3.95494 -5.07749
H -0.42625 -1.98074 -3.84844
H -1.65966 -4.50925 -0.60412
H -0.83894 -6.48436 -1.83948
H -2.24990 -2.24181 -0.53918
H -1.40321 1.33538 -3.24593
H 0.45923 2.52402 -4.33888
H 2.76975 1.72437 -4.02658
H 3.24673 -0.18276 -2.51803
H 1.40793 -1.27766 -1.28375



| no. | maximum force (eV/Å) |
| --- | --- |
| 1 | 0.43 |
| 2 | 3.75 |
| 3 | 0.85 |